{
  "formula": "C32H69BF4N8O5",
  "method": "the ωB97M-V functional and the def2-TZVPD basis",
  "lumo_ev": 0.332,
  "gap_ev": 9.873,
  "e_above_lowest_kcal_mol": 22.7,
  "species": ["C", "C", "H", "H", "N", "H", "C", "F", "H", "C", "C", "H", "F", "H", "C", "O", "H", "H", "H", "H", "H", "H", "H", "H", "O", "H", "B", "C", "H", "H", "C", "H", "C", "C", "H", "H", "C", "H", "H", "H", "N", "H", "H", "F", "C", "C", "H", "H", "O", "H", "H", "H", "H", "C", "C", "H", "H", "N", "H", "H", "C", "O", "C", "H", "C", "H", "H", "H", "C", "N", "H", "C", "H", "H", "H", "C", "C", "C", "F", "H", "H", "H", "H", "C", "N", "H", "H", "H", "N", "N", "C", "C", "H", "H", "H", "H", "H", "H", "O", "H", "H", "C", "H", "H", "H", "C", "C", "H", "H", "H", "C", "H", "C", "H", "H", "C", "H", "N", "H"],
  "positions_angstrom": [[0.955, 6.727, 2.840], [-0.749, -3.060, -0.138], [-5.920, -0.630, -1.435], [-4.482, -1.717, -3.767], [0.771, -1.450, -3.769], [-1.711, -0.954, -5.663], [-5.262, -0.508, -2.125], [-5.127, 2.030, 1.341], [6.709, -2.686, -2.291], [0.203, 3.875, -1.861], [2.881, -2.844, 4.647], [0.925, 2.368, 2.768], [-3.177, 2.163, 0.302], [4.787, 4.926, -0.899], [3.367, -3.794, -2.982], [-2.824, 0.882, -3.747], [-0.014, 2.359, 6.870], [2.359, -3.535, 5.400], [-1.906, -2.217, -1.973], [0.956, 3.766, 1.574], [1.564, 1.690, 0.203], [0.779, -1.501, 4.820], [-2.979, 2.332, 4.466], [2.815, -0.793, 4.794], [6.347, -1.963, -2.756], [-1.708, 5.018, -2.086], [-3.757, 1.738, 1.540], [-0.243, -1.654, -4.302], [-5.230, -1.363, 0.690], [6.892, -1.196, -0.869], [-1.494, 2.619, -4.388], [-3.301, 0.426, -3.011], [-0.996, -0.677, -0.710], [0.327, 0.220, 1.354], [-1.292, -2.512, -6.009], [0.646, 6.007, 3.161], [4.058, 4.194, -1.121], [0.816, -5.820, 1.023], [-1.263, 3.564, -4.435], [3.234, 4.669, -1.898], [0.178, -0.834, 0.290], [-1.821, 2.586, -5.435], [2.114, -6.781, 0.920], [-3.557, 0.384, 1.705], [4.942, 3.237, -1.813], [6.314, -1.007, -1.879], [4.991, -1.906, -0.735], [2.941, -3.191, -3.769], [-2.453, 2.437, 5.241], [0.294, 7.541, 3.083], [-6.563, -2.193, 1.626], [3.865, -3.054, 5.060], [-1.020, -1.804, 1.584], [2.343, -4.741, -2.434], [1.864, -5.941, 1.192], [-2.163, 2.443, -2.360], [-3.458, 2.888, -3.579], [5.646, 2.366, -2.453], [0.366, 0.756, 6.089], [-0.919, 2.164, 4.165], [-1.019, 4.790, -1.377], [1.189, -1.558, 3.949], [-2.603, 2.272, -3.456], [-5.052, -1.929, 2.386], [2.742, -4.712, 0.772], [3.663, 3.705, -0.325], [1.949, -6.111, 2.178], [-2.029, -0.187, -0.303], [4.845, -0.898, -1.232], [1.605, 6.296, 0.346], [-1.342, 4.363, -0.475], [-1.338, 1.607, 4.960], [-0.502, 5.642, -1.075], [0.637, -2.596, 1.690], [-0.076, 1.754, -0.199], [-0.560, 1.399, 6.227], [-0.175, -2.078, 0.965], [1.430, -0.942, -0.521], [-3.316, 2.506, 2.584], [1.113, -0.267, 1.958], [-1.347, -3.774, 0.408], [-5.912, -1.717, -3.647], [-0.660, 1.835, -4.227], [0.443, 2.813, 1.758], [-4.172, -4.402, 0.695], [-2.316, -2.425, -4.568], [4.862, -0.040, -0.480], [1.126, -1.643, -1.249], [3.312, -3.754, 0.411], [1.050, 3.205, -2.238], [1.235, 6.471, 1.478], [0.630, 1.593, 0.682], [4.166, -4.134, -3.564], [-1.241, 0.855, 7.077], [-1.864, 0.687, 4.740], [6.798, -0.294, -2.532], [0.139, -3.388, -0.610], [4.089, -0.975, -2.148], [-4.085, -0.070, -1.559], [1.758, 6.922, 3.543], [2.754, -3.481, 3.750], [2.520, -1.519, 4.144], [-0.755, 0.005, -1.492], [-2.669, -2.115, -0.413], [-5.546, 0.417, -2.844], [-1.523, -1.836, -5.171], [-5.514, -2.163, 1.439], [-0.656, 0.272, 1.775], [-0.652, 3.155, 2.022], [-5.418, -2.564, -2.356], [-4.765, -3.423, 1.018], [-4.504, 0.735, -1.071], [-5.100, -1.698, -2.987], [3.760, -3.113, -2.205], [2.213, -1.158, 0.223], [-1.647, -2.031, -1.013], [1.746, 0.151, -0.950], [1.643, -5.498, -2.064], [3.120, -1.052, 3.103]],
  "forces_ev_per_angstrom": [[5.546, 13.419, -3.910], [-0.134, 2.973, 0.518], [-4.635, -0.896, 4.152], [4.154, -0.377, -2.013], [-1.716, -0.464, -0.609], [-1.220, 2.341, -0.264], [2.796, 3.307, -7.512], [-0.361, -0.560, 0.267], [0.384, -2.039, 0.022], [-3.144, 1.789, 0.455], [1.511, -4.601, -0.344], [-1.136, 1.220, -2.030], [0.832, -0.237, 0.095], [0.191, 1.417, 0.961], [-1.595, 1.143, 1.029], [-0.675, -0.035, 0.638], [-2.019, -2.213, -2.275], [-0.735, 2.201, -0.586], [-0.093, -0.827, -3.089], [0.241, -0.614, -0.573], [1.408, -0.052, -0.005], [-0.275, -0.029, -0.205], [-1.036, 0.371, -0.945], [0.556, 2.396, 2.163], [-0.198, -4.972, -3.183], [-1.974, 0.087, -2.132], [-1.539, 1.087, -1.795], [-0.278, 0.165, -0.899], [-0.417, -0.776, 1.029], [-0.086, 0.374, -2.101], [-0.330, -5.391, -1.221], [0.496, 0.806, -0.291], [-4.013, 1.559, 1.556], [0.603, 0.688, -2.054], [0.404, -0.107, 0.463], [-6.993, -14.550, 6.626], [-0.049, 1.274, -5.243], [-0.510, 0.622, -0.616], [2.175, 5.277, 1.009], [2.091, -1.472, 2.184], [-0.903, 0.789, -1.085], [-0.314, -1.066, -0.061], [3.154, -8.244, -4.394], [0.410, -0.740, 0.328], [5.339, -8.057, -6.150], [-0.344, 4.290, 4.503], [-1.470, 1.170, -0.032], [-0.955, 0.598, 0.188], [-0.196, 0.755, 1.689], [-0.615, 0.311, -0.652], [-0.731, -0.681, -0.392], [0.710, 0.724, -0.620], [-0.092, 0.029, 0.466], [6.640, 5.773, -3.648], [-1.251, 9.748, 0.410], [-1.262, -0.587, -1.894], [-1.088, 0.433, -0.092], [-6.091, 7.809, 5.788], [-1.184, 0.405, -0.100], [1.620, -0.532, -1.050], [4.975, -2.539, 0.472], [-3.150, 0.916, -0.778], [2.295, -1.210, 2.042], [0.189, 0.549, 0.251], [-0.537, -0.150, -0.477], [-1.506, -0.949, 2.485], [0.406, 0.404, 4.065], [3.196, -0.137, 0.183], [1.727, -0.553, -1.745], [-2.092, 0.658, 5.489], [-1.093, -0.890, 0.941], [-1.682, 0.560, 1.688], [0.724, 1.849, 0.369], [-1.510, 1.663, -1.992], [0.501, -0.315, 1.352], [1.935, 0.186, 4.103], [-0.051, -3.021, 1.014], [0.703, 3.407, 0.925], [0.877, 0.179, 0.845], [-0.490, 1.041, 0.391], [0.021, -0.618, -0.448], [-2.331, 0.369, -0.749], [-1.010, 1.803, -0.356], [-0.414, -1.653, 2.075], [-2.102, 3.802, 1.238], [1.037, 1.743, -0.936], [-0.731, -1.135, -1.190], [0.979, -0.775, -1.132], [-1.292, -2.322, 1.130], [0.531, -0.300, 0.009], [3.047, -0.037, -6.795], [-2.547, 1.792, 0.915], [1.399, -1.794, -0.131], [1.570, 1.333, -2.217], [1.000, -0.874, -0.863], [-0.451, 2.309, 1.321], [0.411, -1.238, -0.950], [1.177, 0.698, 2.432], [-0.029, 2.364, 2.753], [1.091, 0.190, -0.748], [0.503, -0.171, 0.302], [2.536, 0.684, -2.432], [0.754, -0.067, -0.855], [1.955, 0.491, -1.406], [-0.273, -1.905, 1.373], [1.755, -3.661, 2.314], [2.607, -0.167, -1.159], [-0.310, 0.063, 0.936], [1.852, -1.283, -0.725], [1.653, -0.177, -0.778], [0.562, -2.609, -0.944], [2.358, -1.421, -0.472], [-3.944, -1.329, 3.594], [-0.375, -0.560, -0.316], [-0.065, -0.694, -0.763], [0.118, -1.343, 5.998], [-1.205, -2.997, 0.573], [-5.220, -5.246, 2.786], [-1.640, -2.145, 2.521]]
}